No. 1
{"formula": "C14H16", "method": "wB97M-V/def2-TZVPD", "species": ["C", "C", "C", "C", "C", "C", "C", "H", "H", "H", "H", "H", "H", "H", "H", "C", "C", "C", "C", "C", "C", "C", "H", "H", "H", "H", "H", "H", "H", "H"], "coordinates": [[-3.675, 1.013, -1.750], [-2.232, 1.458, -1.634], [-1.307, 0.992, -2.570], [0.057, 1.066, -2.299], [0.538, 1.883, -1.280], [-0.426, 2.512, -0.498], [-1.808, 2.338, -0.638], [-3.925, 0.121, -2.381], [-4.410, 1.737, -2.112], [-3.985, 0.773, -0.735], [-1.507, 0.486, -3.530], [0.843, 0.636, -2.935], [1.606, 1.910, -1.048], [0.018, 3.404, -0.035], [-2.513, 2.763, 0.084], [0.217, 0.208, 2.020], [1.124, -0.965, 1.756], [2.277, -0.830, 0.989], [3.021, -1.941, 0.628], [2.706, -3.216, 1.030], [1.586, -3.364, 1.873], [0.795, -2.300, 2.176], [-0.594, -0.127, 2.661], [-0.195, 0.820, 1.187], [0.823, 0.946, 2.517], [2.567, 0.161, 0.641], [3.872, -1.855, -0.048], [3.267, -4.052, 0.700], [1.338, -4.334, 2.293], [-0.079, -2.243, 2.938]], "mulliken_charge": [-1.35, 0.88, -0.55, -0.38, -0.39, -0.52, -0.49, 0.33, 0.30, 0.34, 0.32, 0.33, 0.45, 0.32, 0.37, -1.08, 0.91, -0.21, -0.41, -0.55, -0.45, -0.41, 0.36, 0.01, 0.34, 0.27, 0.32, 0.42, 0.34, 0.16], "e_homo_ev": -8.75, "smiles": "Cc1ccccc1.Cc1ccccc1", "energy_ha": -543.0244, "e_above_lowest_kcal_mol": 30.4, "total_charge": 0, "orbital_gap_ev": 9.7}

---

No. 2
{"formula": "C14H16", "method": "wB97M-V/def2-TZVPD", "species": ["C", "C", "C", "C", "C", "C", "C", "H", "H", "H", "H", "H", "H", "H", "H", "C", "C", "C", "C", "C", "C", "C", "H", "H", "H", "H", "H", "H", "H", "H"], "coordinates": [[-3.247, -2.410, 3.683], [-2.565, -1.271, 2.955], [-2.420, 0.017, 3.432], [-1.905, 1.024, 2.600], [-1.607, 0.711, 1.287], [-1.602, -0.616, 0.812], [-2.223, -1.549, 1.602], [-4.309, -2.297, 3.439], [-3.151, -2.182, 4.751], [-2.808, -3.380, 3.494], [-2.553, 0.103, 4.500], [-1.853, 2.068, 2.871], [-1.439, 1.542, 0.610], [-1.292, -0.700, -0.216], [-2.187, -2.572, 1.253], [4.495, 1.085, -2.079], [3.016, 0.812, -2.204], [2.034, 1.606, -1.608], [0.754, 1.517, -2.120], [0.352, 0.559, -3.027], [1.293, -0.334, -3.468], [2.648, -0.182, -3.111], [4.628, 2.131, -1.770], [5.025, 1.059, -3.030], [5.009, 0.498, -1.320], [2.187, 2.319, -0.808], [0.015, 2.235, -1.789], [-0.686, 0.337, -3.232], [1.024, -1.271, -3.957], [3.367, -0.861, -3.551]], "mulliken_charge": [-1.34, 0.80, -0.35, -0.58, -0.26, -0.38, -0.53, 0.29, 0.36, 0.38, 0.30, 0.35, 0.33, 0.37, 0.28, -1.32, 0.82, -0.54, -0.27, -0.65, -0.30, -0.60, 0.36, 0.37, 0.28, 0.37, 0.40, 0.40, 0.32, 0.37], "e_homo_ev": -8.87, "smiles": "Cc1ccccc1.Cc1ccccc1", "energy_ha": -543.0351, "e_above_lowest_kcal_mol": 23.7, "total_charge": 0, "orbital_gap_ev": 9.8}

---

No. 3
{"formula": "C14H16", "method": "wB97M-V/def2-TZVPD", "species": ["C", "C", "C", "C", "C", "C", "C", "H", "H", "H", "H", "H", "H", "H", "H", "C", "C", "C", "C", "C", "C", "C", "H", "H", "H", "H", "H", "H", "H", "H"], "coordinates": [[0.716, -3.826, 1.263], [0.679, -1.303, 1.029], [0.100, -2.533, 1.598], [0.203, -0.113, 1.477], [-0.876, -0.003, 2.367], [-0.944, -2.422, 2.505], [-1.490, -1.180, 2.825], [1.555, -1.409, 0.405], [0.528, 0.878, 1.195], [0.193, -4.716, 1.595], [1.786, -3.825, 1.489], [-1.302, 0.914, 2.746], [-1.287, -3.361, 2.914], [-2.392, -1.171, 3.426], [0.731, -3.936, 0.159], [-1.257, 2.511, -0.186], [-0.245, 0.672, -1.664], [-0.288, 1.999, -1.189], [0.605, 0.337, -2.708], [1.444, 1.286, -3.282], [0.509, 2.965, -1.839], [1.351, 2.614, -2.847], [-1.000, 0.054, -1.196], [0.711, -0.640, -3.164], [-2.129, 2.901, -0.718], [-0.859, 3.383, 0.341], [2.109, 0.962, -4.069], [0.438, 3.983, -1.472], [1.926, 3.244, -3.526], [-1.516, 1.736, 0.525]], "lowdin_spin": [0.06, 0.15, 0.26, 0.02, 0.28, 0.06, 0.10, 0.00, 0.00, 0.00, 0.02, 0.01, 0.00, 0.00, 0.02, 0.00, 0.00, 0.00, 0.00, 0.00, 0.00, 0.00, 0.00, 0.00, 0.00, 0.00, 0.00, 0.00, 0.00, 0.00], "e_homo_ev": [-11.61, -11.59], "energy_ha": -542.7289, "e_above_lowest_kcal_mol": 15.5, "total_charge": 1, "orbital_gap_ev": [7.3, 3.4], "s_squared": 0.77, "multiplicity": 2}

---

No. 4
{"formula": "C14H16BNS", "method": "wB97M-V/def2-TZVPD", "species": ["S", "C", "C", "C", "C", "C", "C", "C", "C", "C", "C", "C", "C", "B", "C", "C", "N", "H", "H", "H", "H", "H", "H", "H", "H", "H", "H", "H", "H", "H", "H", "H", "H"], "coordinates": [[1.073, -1.123, 1.802], [2.231, -1.098, -3.379], [-1.088, 3.780, 1.232], [0.852, -1.141, -3.334], [2.929, -0.902, -2.205], [-0.150, 3.473, 0.261], [-1.735, 2.746, 1.881], [0.187, -0.941, -2.159], [2.291, -0.623, -1.015], [0.218, 2.178, -0.006], [-1.407, 1.433, 1.563], [0.889, -0.613, -1.007], [-0.403, 1.152, 0.664], [0.078, -0.383, 0.363], [-0.189, -2.240, 2.342], [-1.550, -1.939, 1.684], [-1.268, -1.311, 0.353], [2.748, -1.222, -4.309], [-1.335, 4.804, 1.417], [0.315, -1.343, -4.252], [3.990, -0.903, -2.230], [0.338, 4.253, -0.282], [-2.509, 2.966, 2.585], [-0.873, -0.857, -2.166], [2.882, -0.401, -0.126], [0.933, 1.933, -0.772], [-1.957, 0.627, 2.096], [-0.220, -2.235, 3.440], [0.117, -3.240, 2.054], [-2.120, -1.252, 2.331], [-2.208, -2.810, 1.567], [-1.033, -2.025, -0.358], [-2.027, -0.742, -0.035]], "mulliken_charge": [-0.32, -0.53, -0.56, -0.78, -0.60, -0.62, -0.82, -0.17, -0.68, -0.66, -0.16, 0.56, 1.07, 0.50, -0.46, -0.69, -0.35, 0.40, 0.40, 0.37, 0.41, 0.39, 0.41, 0.35, 0.31, 0.36, -0.14, 0.37, 0.35, 0.21, 0.41, 0.40, 0.27], "e_homo_ev": -7.75, "energy_ha": -1020.9117, "e_above_lowest_kcal_mol": 0.0, "total_charge": 0, "orbital_gap_ev": 8.0}

---

No. 5
{"formula": "C14H16Br2F7N2O4P2S", "method": "wB97M-V/def2-TZVPD", "species": ["C", "C", "O", "P", "O", "C", "C", "C", "C", "Br", "C", "C", "C", "O", "Br", "C", "N", "S", "N", "C", "C", "F", "O", "C", "C", "H", "H", "H", "H", "H", "H", "H", "H", "H", "H", "H", "H", "H", "H", "H", "H", "F", "P", "F", "F", "F", "F", "F"], "coordinates": [[-1.942, -1.806, -0.530], [-1.180, -0.923, 0.451], [-0.009, -1.632, 0.872], [1.212, -0.797, 1.458], [2.105, -1.681, 2.206], [0.620, 0.486, 2.628], [1.087, 1.924, 2.319], [0.709, 2.512, 0.985], [-0.633, 2.796, 0.579], [-2.007, 2.615, 1.881], [-0.983, 3.277, -0.661], [-2.392, 3.550, -1.103], [-2.682, 3.157, -2.521], [-3.306, 3.778, -3.280], [-2.100, 1.349, -3.028], [0.094, 3.546, -1.548], [-0.015, 4.056, -2.775], [1.439, 4.195, -3.381], [2.322, 3.654, -2.140], [1.449, 3.339, -1.196], [1.714, 2.810, 0.093], [2.996, 2.615, 0.406], [2.025, -0.083, 0.274], [1.682, -0.422, -1.086], [2.010, -1.863, -1.457], [-3.000, -1.802, -0.288], [-1.608, -2.831, -0.432], [-1.858, -1.448, -1.549], [-1.821, -0.747, 1.306], [-0.948, 0.019, -0.048], [1.070, 0.200, 3.566], [-0.451, 0.399, 2.754], [2.155, 1.942, 2.444], [0.673, 2.585, 3.081], [-2.696, 4.577, -0.946], [-3.054, 2.914, -0.525], [2.295, 0.230, -1.701], [0.655, -0.167, -1.325], [2.954, -1.940, -1.979], [1.222, -2.223, -2.112], [1.989, -2.520, -0.595], [-0.311, -5.507, 2.920], [-0.252, -5.662, 1.273], [0.687, -5.887, -0.076], [-1.537, -4.600, 1.292], [0.338, -7.147, 1.720], [0.660, -4.293, 1.336], [-1.377, -6.545, 0.439]], "mulliken_charge": [-1.33, 0.74, -0.01, 0.70, -0.80, -0.65, -2.36, 0.35, 0.30, -0.13, 0.22, -0.88, 0.23, -0.47, -0.18, 1.11, -0.58, 0.13, -0.72, 0.51, 0.79, -0.43, -0.37, 0.13, -1.25, 0.39, 0.25, 0.19, 0.31, -0.38, 0.57, 0.42, 0.43, 0.57, 0.34, 0.48, 0.50, -0.11, 0.35, 0.34, 0.28, -0.35, 1.00, -0.36, -0.35, -0.34, -0.24, -0.36], "e_homo_ev": -7.47, "energy_ha": -7881.8617, "e_above_lowest_kcal_mol": 0.0, "total_charge": -1, "orbital_gap_ev": 7.9}

---

No. 6
{"formula": "C14H16Cl5MnN2O4", "method": "wB97M-V/def2-TZVPD", "species": ["Mn", "C", "N", "C", "C", "O", "C", "O", "C", "C", "O", "N", "C", "C", "H", "H", "H", "H", "H", "H", "H", "H", "H", "H", "H", "H", "H", "H", "H", "H", "Cl", "C", "C", "Cl", "C", "Cl", "C", "O", "C", "Cl", "C", "Cl"], "coordinates": [[-2.175, -16.058, 1.155], [-2.093, -16.838, -4.180], [-2.314, -16.003, -3.017], [-2.153, -14.595, -3.178], [-2.638, -16.436, -1.775], [-2.610, -15.623, -0.811], [-2.896, -17.868, -1.505], [-2.398, -18.171, -0.166], [-3.077, -19.120, 0.668], [-3.064, -18.674, 2.116], [-3.162, -17.422, 2.368], [-2.951, -19.588, 3.087], [-2.849, -19.089, 4.512], [-2.930, -21.048, 2.918], [-2.597, -17.821, -4.143], [-1.008, -17.056, -4.369], [-2.439, -16.341, -5.088], [-1.182, -14.381, -3.586], [-2.297, -14.120, -2.249], [-2.851, -14.188, -3.863], [-2.504, -18.567, -2.268], [-4.017, -18.079, -1.596], [-2.574, -20.102, 0.578], [-4.178, -19.235, 0.387], [-3.650, -19.543, 5.136], [-3.039, -18.012, 4.413], [-1.879, -19.301, 4.949], [-2.970, -21.378, 1.877], [-3.796, -21.425, 3.442], [-1.995, -21.442, 3.330], [3.965, -14.067, 4.131], [2.411, -14.118, 3.475], [2.039, -15.204, 2.668], [3.125, -16.472, 2.137], [0.722, -15.316, 2.249], [0.260, -16.726, 1.344], [-0.317, -14.400, 2.687], [-1.596, -14.497, 2.366], [0.114, -13.330, 3.565], [-1.088, -12.352, 4.218], [1.451, -13.135, 3.868], [1.883, -11.637, 4.486]], "lowdin_spin": [4.69, 0.00, 0.01, 0.00, 0.01, 0.05, 0.00, 0.03, 0.00, 0.01, 0.05, 0.01, 0.00, 0.00, 0.00, 0.00, 0.00, 0.00, 0.00, 0.00, 0.00, 0.00, 0.00, 0.00, 0.00, 0.00, 0.00, 0.00, 0.00, 0.00, 0.00, 0.00, 0.00, 0.00, 0.01, 0.05, 0.01, 0.07, 0.00, 0.00, 0.00, 0.00], "e_homo_ev": [-10.02, -10.06], "energy_ha": -4405.3417, "total_charge": 1, "orbital_gap_ev": [7.2, 7.0], "s_squared": 8.75, "multiplicity": 6}

---

No. 7
{"formula": "C14H16Cl5O4Zn", "method": "wB97M-V/def2-TZVPD", "species": ["Zn", "C", "C", "O", "C", "C", "O", "C", "C", "O", "C", "C", "O", "H", "H", "H", "H", "H", "H", "H", "H", "H", "H", "H", "H", "H", "H", "H", "H", "Cl", "C", "C", "C", "Cl", "C", "Cl", "C", "Cl", "C", "Cl"], "coordinates": [[0.004, 0.161, 0.943], [0.706, 3.094, 0.383], [1.279, 2.416, -0.844], [1.531, 1.051, -0.491], [2.650, 0.426, -1.120], [3.108, -0.723, -0.249], [2.090, -1.709, -0.171], [1.908, -2.233, 1.131], [1.084, -1.262, 1.950], [-1.439, 0.300, 2.218], [-2.077, 1.532, 2.241], [-1.076, 2.657, 1.998], [-0.371, 2.273, 0.807], [0.359, 4.101, 0.136], [1.455, 3.162, 1.180], [2.198, 2.911, -1.162], [0.558, 2.437, -1.666], [3.466, 1.147, -1.214], [2.369, 0.074, -2.113], [3.345, -0.329, 0.744], [4.016, -1.164, -0.670], [2.881, -2.409, 1.606], [1.435, -3.207, 1.008], [1.500, -1.037, 2.929], [0.041, -3.357, 2.993], [-2.555, 1.714, 3.211], [-2.863, 1.603, 1.474], [-0.360, 2.733, 2.823], [-1.557, 3.624, 1.834], [-0.516, -2.235, 2.660], [-1.090, -0.594, -0.704], [-1.886, -1.206, -1.531], [-1.450, -1.412, -2.947], [-0.001, -0.838, -3.618], [-2.446, -2.060, -3.568], [-2.488, -2.517, -5.196], [-3.541, -2.321, -2.614], [-4.963, -3.139, -3.015], [-3.215, -1.817, -1.413], [-4.090, -1.847, 0.040]], "mulliken_charge": [0.77, -0.65, -0.50, -0.24, -0.65, -0.75, -0.38, -0.65, -0.38, -0.60, -0.54, -0.55, -0.40, 0.40, 0.32, 0.50, 0.24, 0.48, 0.15, 0.38, 0.43, 0.32, 0.41, 0.86, 0.35, 0.38, 0.29, 0.35, 0.33, -0.05, 0.98, 0.40, -0.59, -0.18, 0.25, -0.14, 0.79, -0.14, -0.85, -0.16], "e_homo_ev": -11.61, "energy_ha": -4923.8297, "e_above_lowest_kcal_mol": 0.0, "total_charge": 1, "orbital_gap_ev": 6.8}

---

No. 8
{"formula": "C14H16CoN5O7", "method": "wB97M-V/def2-TZVPD", "species": ["Co", "O", "C", "O", "C", "C", "C", "C", "C", "N", "C", "O", "O", "H", "H", "H", "H", "H", "N", "C", "C", "O", "O", "H", "H", "H", "H", "C", "N", "C", "C", "C", "N", "C", "O", "N", "H", "H", "H", "H", "H", "H", "H"], "coordinates": [[0.216, 0.695, -0.765], [3.102, -0.238, 1.996], [2.222, 0.412, 1.243], [2.217, 0.408, 0.017], [1.135, 1.136, 1.981], [0.864, 0.864, 3.324], [-0.211, 1.484, 3.932], [-1.049, 2.322, 3.164], [-0.789, 2.487, 1.811], [0.251, 1.828, 1.224], [-1.541, 3.521, 0.927], [-2.583, 4.227, 1.500], [-1.240, 3.731, -0.206], [3.733, -0.808, 1.499], [1.471, 0.142, 3.924], [-0.367, 1.338, 5.018], [-1.797, 2.952, 3.633], [-2.584, 4.208, 2.483], [0.642, 2.242, -1.859], [0.097, 1.814, -3.194], [-1.251, 1.208, -3.023], [-2.182, 1.157, -3.756], [-1.397, 0.730, -1.797], [0.093, 3.093, -1.599], [1.590, 2.564, -1.963], [0.812, 1.097, -3.516], [0.159, 2.639, -3.916], [0.887, -4.017, -2.845], [0.258, -3.317, -1.710], [-0.320, -4.075, -0.748], [-0.837, -3.486, 0.368], [-0.664, -2.115, 0.563], [-0.015, -1.421, -0.373], [0.515, -1.969, -1.521], [1.159, -1.232, -2.328], [-1.164, -1.470, 1.641], [1.453, -4.851, -2.440], [1.500, -3.271, -3.399], [0.133, -4.457, -3.495], [-0.403, -5.125, -0.962], [-1.331, -4.080, 1.141], [-1.844, -1.881, 2.256], [-0.940, -0.486, 1.772]], "lowdin_spin": [2.95, 0.00, 0.00, 0.04, 0.00, 0.00, 0.00, 0.00, 0.00, 0.04, 0.00, 0.00, 0.00, 0.00, 0.00, 0.00, 0.00, 0.00, 0.08, -0.01, 0.01, 0.24, 0.55, 0.00, 0.01, 0.00, 0.00, 0.00, 0.00, 0.00, 0.00, 0.00, 0.04, 0.00, 0.05, 0.00, 0.00, 0.00, 0.00, 0.00, 0.00, 0.00, 0.00], "e_homo_ev": [-15.52, -15.50], "energy_ha": -2725.8132, "e_above_lowest_kcal_mol": 0.0, "total_charge": 2, "orbital_gap_ev": [7.9, 5.1], "s_squared": 6.03, "multiplicity": 5}

---

What is the formula in the sixth record?
C14H16Cl5MnN2O4

---

What is the formula in the eighth record?
C14H16CoN5O7